The following is a quantum chemistry calculation of 2 unconnected molecules or ions with the total composition C3H7NO3, from the OMol25 dataset.

```
14
Properties=species:S:1:pos:R:3:forces:R:3
O 2.006 1.617 -0.511 -3.76 -1.47 -0.05
O -1.684 -0.615 0.809 1.84 -0.92 -3.24
O 0.197 0.887 2.891 0.22 1.06 -0.19
N 0.242 0.194 0.052 1.15 1.05 -1.64
C -1.022 -1.257 -1.482 -0.70 -0.96 -1.03
C 1.064 0.834 -0.841 6.12 -0.94 -1.83
C -0.880 -0.594 -0.158 -1.61 1.62 3.04
H 0.423 0.556 0.961 -0.85 0.22 1.10
H -0.211 -2.042 -1.594 -1.07 0.69 0.28
H 0.302 1.863 2.862 -0.19 -0.78 0.14
H 1.428 0.306 -1.901 -2.39 1.10 2.04
H -2.057 -1.730 -1.325 1.54 0.46 -1.14
H 1.079 0.574 2.676 0.35 -0.15 0.40
H -0.886 -0.594 -2.441 -0.65 -0.99 2.12
```
Forces are in eV/Å.

Relative energy (zero: lowest compared OMol25 entry of this formula, charge and spin) ... 2.362 eV
E_tot ... -398.95084 Ha
M ... 105.09 g mol⁻¹

The following is a quantum chemistry calculation of 2 unconnected molecules or ions with the total composition C3H7NO3, from the OMol25 dataset.

```
14
Properties=species:S:1:pos:R:3:forces:R:3
O -1.046 2.092 1.830 0.73 1.90 -2.04
O -1.551 0.628 -1.010 3.62 -2.54 1.56
O 2.760 -0.610 0.662 -3.65 0.85 -1.57
N 0.419 -0.027 0.349 1.81 0.07 0.85
C -0.675 -0.200 -0.684 -2.03 0.72 0.65
C -0.652 -1.725 -1.101 0.44 1.65 1.50
C 1.801 -0.179 -0.011 2.05 1.75 0.30
H -1.000 2.244 0.823 -0.35 -0.74 2.03
H -0.277 -2.210 -0.135 -0.79 0.14 -1.77
H 0.490 0.277 1.382 -1.72 -0.48 -2.12
H -1.642 -2.029 -1.459 0.35 0.01 0.20
H -0.746 2.988 2.129 -0.42 -1.19 0.02
H 2.028 0.564 -0.879 -0.13 -1.83 0.40
H 0.090 -1.813 -1.894 0.09 -0.31 0.00
```
Forces are in eV/Å.

Relative energy (zero: lowest compared OMol25 entry of this formula, charge and spin) ... 2.975 eV
E_tot ... -398.92834 Ha
M ... 105.09 g mol⁻¹

The following is a quantum chemistry calculation of a single C3H7NO3 molecule, from the OMol25 dataset.

```
14
Properties=species:S:1:pos:R:3:forces:R:3
O 0.872 -1.877 -0.584 -0.42 -1.77 -0.48
O 2.374 -0.547 0.552 0.86 -2.55 -0.55
O -1.632 -0.961 -0.100 0.22 -3.87 -2.98
N 0.709 1.560 -0.668 1.16 0.03 -0.15
C 0.297 0.515 0.258 1.64 -1.59 2.89
C 1.309 -0.906 0.122 -0.66 7.10 1.65
C -1.156 0.182 0.438 -2.21 2.61 2.50
H -0.105 -1.734 -0.583 0.00 -0.45 -0.33
H 1.719 1.905 -0.564 -1.99 -0.83 0.83
H 0.528 0.906 1.299 0.22 -0.64 -1.31
H -1.400 -0.050 1.545 0.87 1.55 -1.07
H 0.832 1.043 -1.503 -0.26 -0.09 -1.80
H -1.772 1.025 0.049 0.39 -0.07 0.62
H -2.574 -1.060 -0.261 0.20 0.56 0.17
```
Forces are in eV/Å.

Relative energy (zero: lowest compared OMol25 entry of this formula, charge and spin) ... 3.101 eV
E_tot ... -398.92371 Ha
M ... 105.09 g mol⁻¹

The following is a quantum chemistry calculation of a molecular structure, C3H7NO3, from the OMol25 dataset.

```
14
Properties=species:S:1:pos:R:3:forces:R:3
O 1.501 -1.632 0.521 0.01 0.17 -0.07
O 0.152 0.220 1.214 1.58 -0.46 -0.15
O -0.154 -0.668 -0.774 -1.79 0.86 0.85
N 1.905 0.342 -0.552 0.12 -0.08 -0.01
C -2.092 0.936 -0.330 0.43 -0.27 -0.31
C -1.356 -0.064 0.148 0.01 -1.25 -2.12
C 0.939 -0.511 -0.024 -0.52 1.09 1.70
H 2.856 0.077 -0.346 -0.07 -0.03 -0.03
H -3.167 0.881 -0.249 -0.01 0.21 0.58
H 1.739 0.562 -1.522 -0.02 -0.04 0.04
H -1.754 -0.861 0.756 -0.01 -0.01 -0.11
H 0.304 1.176 1.197 0.21 -0.14 -0.16
H -1.678 1.699 -0.972 0.05 -0.09 -0.16
H 0.803 -2.157 0.933 0.01 0.05 -0.05
```
Forces are in eV/Å.

Relative energy (zero: lowest compared OMol25 entry of this formula, charge and spin) ... 4.180 eV
E_tot ... -398.88405 Ha
M ... 105.09 g mol⁻¹

The following is a quantum chemistry calculation of a single C3H7NO3 molecule, from the OMol25 dataset.

```
14
Properties=species:S:1:pos:R:3:forces:R:3
O -0.265 -1.888 -0.055 -0.02 3.04 -0.46
O 2.304 -1.079 -0.048 -1.12 1.30 -0.07
O -0.988 0.368 -0.187 2.74 -0.76 -0.66
N 1.225 -0.161 -0.243 -1.64 0.67 -0.40
C -0.056 -0.657 -0.186 1.27 -2.08 0.88
C 1.449 1.293 0.010 2.86 -0.69 -2.00
C -2.259 -0.051 -0.007 -4.71 -3.71 1.73
H -2.457 -1.232 -0.504 0.52 3.73 1.32
H -3.025 0.704 -0.399 1.40 -1.10 0.34
H 1.264 1.476 1.056 -0.35 0.56 0.22
H -2.503 -0.203 1.190 0.60 0.37 -2.91
H 0.818 1.959 -0.758 1.72 -1.62 1.92
H 2.659 1.340 -0.131 -3.08 0.52 0.07
H 1.832 -1.867 0.263 -0.16 -0.22 0.02
```
Forces are in eV/Å.

Relative energy (zero: lowest compared OMol25 entry of this formula, charge and spin) ... 4.417 eV
E_tot ... -398.87532 Ha
M ... 105.09 g mol⁻¹

The following is a quantum chemistry calculation of 2 unconnected molecules or ions with the total composition C3H7NO3, from the OMol25 dataset.

```
14
Properties=species:S:1:pos:R:3:forces:R:3
O -1.268 0.142 1.549 -1.09 1.97 2.34
O 1.785 1.167 1.956 2.77 -0.66 -1.57
O 1.186 0.434 -2.320 -0.98 -0.20 0.04
N -0.364 0.350 -0.605 -0.28 2.34 -0.68
C -0.977 -1.797 0.136 0.93 0.73 0.36
C -1.026 -0.309 0.505 2.98 -2.48 -4.73
C 0.211 -0.091 -1.854 0.22 0.37 1.86
H 2.234 1.167 2.786 0.11 0.07 0.85
H 0.081 -1.909 -0.296 -1.73 -0.47 0.74
H -1.744 -1.960 -0.635 0.27 -0.49 0.38
H -1.094 -2.341 1.085 -0.14 -0.24 -0.75
H 0.898 1.344 2.072 -2.94 0.53 0.72
H -0.361 -0.889 -2.260 -0.14 -1.13 -0.96
H -0.330 1.370 -0.731 0.03 -0.36 1.40
```
Forces are in eV/Å.

Relative energy (zero: lowest compared OMol25 entry of this formula, charge and spin) ... 1.990 eV
E_tot ... -398.96453 Ha
M ... 105.09 g mol⁻¹

The following is a quantum chemistry calculation of 2 unconnected molecules or ions with the total composition C3H7NO3, from the OMol25 dataset.

```
14
Properties=species:S:1:pos:R:3:forces:R:3
O 1.238 2.882 1.942 0.13 0.13 0.01
O 2.694 1.197 1.793 -0.07 -0.10 0.15
O 0.475 -1.635 0.121 0.14 0.23 0.08
N -1.041 -1.035 -1.464 0.34 0.41 -0.16
C 1.471 1.744 1.678 -0.22 -0.13 -0.15
C -1.851 -0.206 -0.576 0.09 -0.13 -0.26
C 0.147 -1.540 -1.043 -0.30 -0.18 0.12
H -2.751 0.091 -1.110 -0.08 -0.17 0.12
H -1.077 -0.814 -2.447 -0.10 -0.09 0.01
H 0.781 -1.906 -1.865 -0.01 -0.04 -0.04
H -2.092 -0.776 0.317 -0.10 0.09 0.02
H 2.624 0.241 1.658 0.02 0.08 -0.13
H 0.707 1.048 1.294 0.08 -0.10 0.08
H -1.325 0.708 -0.299 0.08 -0.02 0.14
```
Forces are in eV/Å.

Relative energy (zero: lowest compared OMol25 entry of this formula, charge and spin) ... 1.197 eV
E_tot ... -398.99366 Ha
M ... 105.09 g mol⁻¹

The following is a quantum chemistry calculation of a molecular structure, C3H7NO3S, from the OMol25 dataset.

```
15
Properties=species:S:1:pos:R:3:forces:R:3
S -0.349 -1.564 -0.361 3.26 -0.24 -0.54
O -2.404 0.073 -0.203 1.86 2.36 0.25
O 1.199 0.151 1.329 0.02 -2.87 -3.91
O 3.207 0.410 -0.472 0.71 -1.13 6.42
N 2.376 -0.728 -0.484 -1.72 0.46 -1.99
C 1.175 -0.570 0.271 0.25 1.60 2.03
C -1.619 1.299 -0.530 2.16 -0.82 -1.24
C -1.672 -0.881 0.498 -0.29 1.48 2.46
H -2.414 2.142 -0.357 2.10 -1.31 -0.70
H 3.372 0.247 1.064 -0.60 1.22 -4.93
H -1.317 -0.657 1.562 -0.09 0.80 -1.36
H -2.421 -1.562 0.762 -0.81 -1.94 -0.19
H -1.181 1.072 -1.798 -1.49 1.29 4.04
H -0.318 1.476 0.247 -4.46 -0.52 -2.17
H 2.365 -0.909 -1.527 -0.89 -0.38 1.81
```
Forces are in eV/Å.

Relative energy (zero: lowest compared OMol25 entry of this formula, charge and spin) ... 8.175 eV
E_tot ... -796.86491 Ha
M ... 137.16 g mol⁻¹

Which of these has the highest relative energy (zero: lowest compared OMol25 entry of this formula, charge and spin)?
C3H7NO3S

Repeat the seventh record exactly.
The following is a quantum chemistry calculation of 2 unconnected molecules or ions with the total composition C3H7NO3, from the OMol25 dataset.

```
14
Properties=species:S:1:pos:R:3:forces:R:3
O 1.238 2.882 1.942 0.13 0.13 0.01
O 2.694 1.197 1.793 -0.07 -0.10 0.15
O 0.475 -1.635 0.121 0.14 0.23 0.08
N -1.041 -1.035 -1.464 0.34 0.41 -0.16
C 1.471 1.744 1.678 -0.22 -0.13 -0.15
C -1.851 -0.206 -0.576 0.09 -0.13 -0.26
C 0.147 -1.540 -1.043 -0.30 -0.18 0.12
H -2.751 0.091 -1.110 -0.08 -0.17 0.12
H -1.077 -0.814 -2.447 -0.10 -0.09 0.01
H 0.781 -1.906 -1.865 -0.01 -0.04 -0.04
H -2.092 -0.776 0.317 -0.10 0.09 0.02
H 2.624 0.241 1.658 0.02 0.08 -0.13
H 0.707 1.048 1.294 0.08 -0.10 0.08
H -1.325 0.708 -0.299 0.08 -0.02 0.14
```
Forces are in eV/Å.

Relative energy (zero: lowest compared OMol25 entry of this formula, charge and spin) ... 1.197 eV
E_tot ... -398.99366 Ha
M ... 105.09 g mol⁻¹

Which formula does entry 3 have?
C3H7NO3

What did the third record say?
The following is a quantum chemistry calculation of a single C3H7NO3 molecule, from the OMol25 dataset.

```
14
Properties=species:S:1:pos:R:3:forces:R:3
O 0.872 -1.877 -0.584 -0.42 -1.77 -0.48
O 2.374 -0.547 0.552 0.86 -2.55 -0.55
O -1.632 -0.961 -0.100 0.22 -3.87 -2.98
N 0.709 1.560 -0.668 1.16 0.03 -0.15
C 0.297 0.515 0.258 1.64 -1.59 2.89
C 1.309 -0.906 0.122 -0.66 7.10 1.65
C -1.156 0.182 0.438 -2.21 2.61 2.50
H -0.105 -1.734 -0.583 0.00 -0.45 -0.33
H 1.719 1.905 -0.564 -1.99 -0.83 0.83
H 0.528 0.906 1.299 0.22 -0.64 -1.31
H -1.400 -0.050 1.545 0.87 1.55 -1.07
H 0.832 1.043 -1.503 -0.26 -0.09 -1.80
H -1.772 1.025 0.049 0.39 -0.07 0.62
H -2.574 -1.060 -0.261 0.20 0.56 0.17
```
Forces are in eV/Å.

Relative energy (zero: lowest compared OMol25 entry of this formula, charge and spin) ... 3.101 eV
E_tot ... -398.92371 Ha
M ... 105.09 g mol⁻¹